ORCA calculation (the ωB97M-V functional and the def2-TZVPD basis) on C15H32N6OP2Zn as an isolated structure.

```
! wB97M-V def2-TZVPD RIJCOSX def2/J DEFGRID3
* xyz 1 2
Zn 0.322 -0.238 -0.089
P 1.838 2.281 -1.268
P 2.173 -1.680 0.112
N -0.964 0.664 -1.405
N -0.499 -1.865 -1.042
H -2.539 0.169 -2.662
H -2.551 -2.287 -1.544
H -2.927 -0.113 -0.930
C -2.114 -0.161 -1.699
H -1.498 -1.825 -2.921
C -1.703 -1.640 -1.842
H -1.835 2.364 -2.265
H -0.283 -3.864 -1.669
C -0.895 1.796 -2.234
C 0.173 -3.001 -1.153
H -0.231 3.278 -0.843
C 0.164 2.819 -1.775
H 0.184 3.602 -2.542
H 3.312 -1.448 -0.701
H 2.699 -2.171 1.342
H 2.802 3.275 -1.494
H 1.828 1.952 0.109
O 2.539 0.979 -2.055
C 2.531 0.675 -3.348
C 2.300 1.801 -4.292
C 2.062 -0.687 -3.704
H -0.916 1.524 -3.308
H 1.605 2.573 -3.903
H 3.186 2.326 -4.687
H 1.801 1.354 -5.165
H 1.343 -1.047 -2.941
H 1.532 -0.578 -4.672
H 2.834 -1.470 -3.861
C 1.451 -3.133 -0.605
H 1.955 -4.095 -0.642
C -1.297 1.075 2.057
N -0.379 -0.103 1.861
C -1.164 -1.357 2.113
N -1.757 -1.366 3.456
C -2.642 -0.192 3.597
N -1.907 1.071 3.396
C -0.832 1.131 4.406
N 0.100 -0.006 4.274
C 0.687 0.010 2.926
C -0.671 -1.254 4.451
H -2.084 1.043 1.293
H -0.702 1.992 1.950
H -0.483 -2.214 2.016
H -1.966 -1.428 1.366
H -3.057 -0.193 4.614
H -3.445 -0.262 2.850
H -0.273 2.067 4.272
H -1.291 1.090 5.402
H 1.380 -0.832 2.826
H 1.215 0.961 2.785
H -1.116 -1.252 5.454
H 0.006 -2.111 4.331
*
```

## Properties
HOMO-LUMO gap (alpha / beta) in Eh: 0.2238 / 0.2147
Lowest unoccupied orbital energy (alpha / beta) in Ha: -0.1270 / -0.1361

Atomic partial charges in e from the natural (NBO) method, atoms 1 to 4: atom 1 (Zn): 1.541, atom 2 (P): 1.327, atom 3 (P): 0.199, atom 4 (N): -0.953

ORCA calculation (the ωB97M-V functional and the def2-TZVPD basis) on H3N3S in the gas phase.

```
! wB97M-V def2-TZVPD RIJCOSX def2/J DEFGRID3
* xyz 0 1
H 0.271 0.615 -2.225
N -0.214 0.208 -1.434
S 0.574 0.497 -0.031
N 1.615 -0.644 -0.192
N -0.715 -0.003 0.994
H -0.918 -0.992 0.943
H -0.613 0.320 1.945
*
```

## Properties
Energy above the lowest of the compared OMol25 structures with the same formula, charge and spin in kJ/mol: 479.4
HOMO-LUMO gap (alpha / beta) in Eh: 0.2947 / 0.2918
Lowest unoccupied orbital energy (alpha / beta) in Ha: -0.0441 / -0.0635

Atomic partial charges in e from the natural (NBO) method, atoms 1 to 4: atom 1 (H): 0.353, atom 2 (N): -0.722, atom 3 (S): 1.255, atom 4 (N): -0.641

ORCA calculation (the ωB97M-V functional and the def2-TZVPD basis) on a 2-piece molecular cluster, C5H10O overall.

```
! wB97M-V def2-TZVPD RIJCOSX def2/J DEFGRID3
* xyz 0 1
C -0.035 1.403 -0.446
C -0.079 -0.119 -0.308
C 0.649 -0.780 -1.479
C 0.519 -0.574 1.027
C -1.930 0.226 2.547
O -2.477 -0.222 1.659
H -0.422 1.725 -1.419
H 0.997 1.766 -0.359
H -0.629 1.899 0.331
H -1.131 -0.435 -0.351
H 0.593 -1.873 -1.415
H 0.215 -0.470 -2.438
H 1.709 -0.496 -1.478
H 0.430 -1.661 1.150
H 1.578 -0.305 1.089
H 0.048 -0.093 1.893
*
```

## Properties
Energy above the lowest of the compared OMol25 structures with the same formula, charge and spin in kJ/mol: 41.5
HOMO-LUMO gap in Eh: 0.4596
Lowest unoccupied orbital energy in Ha: 0.0420

Atomic partial charges in e from the natural (NBO) method, atoms 1 to 4: atom 1 (C): -0.604, atom 2 (C): -0.227, atom 3 (C): -0.599, atom 4 (C): -0.604

Maximum force across the listed records, respectively: 4.6, 1.6, 1.4 eV/A.